(1)
This record from the OMol25 dataset describes a 2-piece molecular cluster, C5H9N4S3 overall in a non-equilibrium geometry. The level of theory is ωB97M-V/def2-TZVPD.

Calculated values
**2S+1**: 3
**Total energy**: -43784.3111 eV
**HOMO level (spin up / spin down)**: -9.80 / -12.46 eV
**Net charge**: +1
**Molecular weight**: 221.4 g mol⁻¹

Element x y z (Å)
C (1.902, -1.139, -1.464)
C (-1.658, 0.095, 2.230)
C (0.256, -0.610, -0.068)
C (-0.741, 1.819, 3.932)
C (-1.889, 0.534, -2.794)
N (1.133, -0.333, -2.125)
N (0.127, -0.053, -1.249)
N (1.408, -1.356, -0.162)
N (3.083, -1.732, -1.802)
S (-3.043, -0.489, 1.997)
S (-0.209, 0.664, 2.653)
S (-0.915, 1.267, -1.462)
H (-1.728, 2.063, 3.457)
H (-0.025, 2.553, 4.237)
H (-0.967, 1.237, 4.791)
H (-1.253, 0.647, -3.637)
H (-2.943, 0.851, -2.754)
H (-1.781, -0.497, -2.626)
H (1.877, -1.992, 0.525)
H (3.546, -1.541, -2.615)
H (3.821, -1.988, -1.064)

Force components x, y, z for each atom (eV/Å):
1.2247 -0.6827 1.5610
1.9087 -0.1302 0.0713
2.0994 -0.8951 -1.4837
-1.5564 -0.0951 -0.6646
0.2882 0.4000 0.7760
0.4104 -0.2557 -0.3956
-0.6202 0.4447 1.4205
-0.1163 -0.2290 0.4717
0.2520 -1.1117 3.6293
-1.8341 -0.6162 -0.4980
0.3673 -0.4508 -0.4037
-0.7241 0.5496 0.2040
1.1074 1.0392 1.0234
0.1855 0.8140 -0.4320
-0.1439 -0.6746 0.8176
-0.4409 0.8353 -1.4307
0.7254 0.0740 -0.4500
-0.6334 -1.5423 0.5156
-1.0704 1.0491 -0.7534
0.7130 0.8533 -2.7390
-2.1424 0.6241 -1.2398

(2)
This record from the OMol25 dataset describes C6H15NS in the gas phase in a non-equilibrium geometry. The level of theory is ωB97M-V/def2-TZVPD.

Calculated values
**2S+1**: 1
**Total energy**: -18790.2714 eV
**HOMO level**: -8.23 eV
**Net charge**: 0
**SMILES**: CCN(CC)CCS
**Molecular weight**: 133.3 g mol⁻¹

Element x y z (Å)
C (0.393, 2.245, 1.392)
C (0.501, 1.378, 0.156)
C (-0.746, -0.509, 1.150)
C (0.489, -1.308, 1.568)
C (-0.812, -0.096, -1.291)
C (0.272, -0.998, -1.887)
H (-0.575, 2.724, 1.445)
H (1.177, 3.041, 1.383)
H (0.531, 1.650, 2.302)
H (1.466, 0.905, 0.131)
H (0.445, 1.992, -0.746)
H (-1.100, 0.065, 2.023)
H (-1.566, -1.208, 0.889)
H (1.308, -0.637, 1.868)
H (0.268, -1.955, 2.407)
H (0.879, -1.978, 0.787)
H (-0.939, 0.759, -1.984)
H (-1.775, -0.632, -1.297)
H (1.238, -0.487, -1.903)
H (0.373, -1.941, -1.343)
H (-1.203, -2.025, -3.460)
N (-0.600, 0.419, 0.037)
S (-0.025, -1.403, -3.629)

Force components x, y, z for each atom (eV/Å):
0.7385 0.3367 0.2329
-0.9161 0.0764 -0.4408
-0.4645 -0.2233 -0.0234
0.5675 0.0157 -0.3501
-0.3459 0.2335 -0.4539
-0.0022 -0.2782 -0.0021
-0.2756 0.1286 0.0039
-0.5299 -0.6050 0.0044
0.0083 0.1746 -0.1015
0.7616 -0.4047 0.0322
0.0391 0.1349 0.0728
0.0894 -0.2101 -0.2080
0.3253 0.3271 0.1139
-0.2037 -0.2232 -0.0538
-0.1694 -0.0317 0.3573
-0.1753 0.3657 0.0645
0.0379 -0.3041 0.3152
0.2494 0.0445 -0.0199
-0.0201 -0.0761 0.1380
0.0830 0.2386 0.0474
0.0511 0.0289 0.0293
0.2520 0.2219 0.3771
-0.1001 0.0294 -0.1357

(3)
This record from the OMol25 dataset describes C17H29N5O7 in the gas phase. The level of theory is ωB97M-V/def2-TZVPD.

Calculated values
**2S+1**: 1
**Total energy**: -39882.7231 eV
**HOMO level**: -8.98 eV
**Net charge**: 0
**SMILES**: COCCOCC(=O)NC[C@@]1(OC)CCN(C(=O)CCCn2c(O)nnc2O)C1
**Molecular weight**: 415.4 g mol⁻¹

Element x y z (Å)
C (-3.362, 7.189, 0.493)
O (-2.504, 6.153, 0.076)
C (-2.939, 5.558, -1.122)
C (-2.020, 4.427, -1.490)
O (-2.167, 3.374, -0.531)
C (-1.348, 2.216, -0.755)
C (-1.060, 1.990, -2.239)
O (0.009, 2.264, -2.752)
N (-2.138, 1.508, -2.898)
C (-2.178, 1.288, -4.324)
C (-2.682, 2.491, -5.144)
O (-1.784, 3.579, -5.124)
C (-0.516, 3.358, -5.720)
C (-3.092, 2.006, -6.544)
C (-4.494, 1.423, -6.335)
N (-4.994, 2.137, -5.157)
C (-6.213, 1.845, -4.643)
O (-6.928, 0.995, -5.150)
C (-6.628, 2.647, -3.419)
C (-7.804, 2.036, -2.655)
C (-7.517, 1.934, -1.157)
N (-6.329, 1.115, -0.922)
C (-5.039, 1.534, -0.743)
O (-4.781, 2.797, -0.435)
N (-4.189, 0.572, -0.933)
N (-4.934, -0.570, -1.263)
C (-6.168, -0.203, -1.251)
O (-7.246, -0.951, -1.505)
C (-4.002, 3.042, -4.609)
H (-2.959, 7.595, 1.418)
H (-3.416, 7.988, -0.256)
H (-4.375, 6.814, 0.678)
H (-3.972, 5.196, -1.018)
H (-2.926, 6.287, -1.945)
H (-2.262, 4.078, -2.497)
H (-0.983, 4.771, -1.489)
H (-0.389, 2.359, -0.255)
H (-1.882, 1.369, -0.328)
H (-2.887, 1.132, -2.320)
H (-1.182, 1.014, -4.676)
H (-2.836, 0.437, -4.509)
H (-0.030, 4.330, -5.768)
H (0.100, 2.692, -5.114)
H (-0.618, 2.966, -6.737)
H (-3.124, 2.871, -7.209)
H (-2.406, 1.271, -6.966)
H (-5.152, 1.580, -7.189)
H (-4.480, 0.349, -6.138)
H (-5.768, 2.740, -2.759)
H (-6.840, 3.670, -3.743)
H (-8.722, 2.603, -2.809)
H (-7.993, 1.035, -3.044)
H (-7.316, 2.906, -0.709)
H (-8.355, 1.481, -0.629)
H (-3.794, 2.946, -0.405)
H (-6.934, -1.829, -1.761)
H (-4.014, 3.060, -3.520)
H (-4.120, 4.066, -4.976)

Force components x, y, z for each atom (eV/Å):
0.0014 -0.0049 -0.0023
0.0044 0.0038 0.0005
0.0025 0.0045 -0.0062
0.2855 0.1535 0.2030
-0.5012 -0.3018 -0.3000
0.5292 0.3622 0.1000
-0.2734 -0.1933 -0.0257
-0.0055 -0.0004 0.0020
0.0220 -0.0189 -0.0106
0.0091 -0.0136 0.0134
-0.0183 0.0092 -0.0017
0.0064 0.0121 -0.0045
0.0016 0.0020 0.0055
0.0004 -0.0142 -0.0114
-0.0004 0.0607 -0.0104
-0.0350 -0.0746 0.0052
-0.0042 0.0073 0.0015
0.0057 0.0088 0.0203
-0.0173 0.0482 0.0492
0.0286 -0.0794 -0.0045
0.0115 -0.0109 -0.0076
0.0027 -0.0031 -0.0051
-0.0086 0.0272 -0.0369
-0.0535 -0.0432 -0.0222
-0.0244 0.0073 0.0310
-0.0001 -0.0143 -0.0059
-0.0066 0.0055 -0.0144
0.0051 0.0010 0.0098
0.0594 -0.0294 0.0433
-0.0005 0.0012 -0.0001
-0.0003 0.0011 0.0012
0.0004 0.0006 0.0005
0.0016 -0.0019 0.0025
-0.0049 0.0056 0.0060
0.0083 0.0011 0.0030
-0.0018 0.0050 -0.0005
0.0020 -0.0034 0.0041
0.0152 0.0004 0.0106
-0.0052 -0.0041 0.0005
-0.0024 0.0013 0.0013
0.0015 0.0045 -0.0107
0.0012 -0.0006 -0.0068
0.0008 -0.0022 -0.0025
0.0032 -0.0015 0.0038
-0.0036 -0.0043 -0.0019
0.0044 0.0051 -0.0007
0.0031 -0.0002 -0.0029
0.0032 0.0017 0.0051
0.0085 0.0295 0.0123
-0.0427 -0.0238 -0.0407
0.0123 0.0371 0.0352
-0.0342 0.0143 -0.0347
-0.0037 0.0008 -0.0029
-0.0036 0.0000 -0.0005
0.0110 0.0356 0.0189
-0.0007 0.0006 -0.0049
0.0019 -0.0151 -0.0137
-0.0021 0.0004 0.0035